Record 1
2 unconnected molecules or ions with the total composition C5H10N2O in a non-equilibrium geometry, computed with ωB97M-V/def2-TZVPD.

Each line ends with the Mulliken charge.
Cartesian coordinates (Å):
C 1.092 0.446 1.753  -1.1710
C -1.725 0.332 -0.417  -0.3852
C -1.473 0.580 1.749  -0.5082
C -0.262 0.393 1.152  0.5084
N -2.414 0.421 0.743  -0.0499
N -0.440 0.262 -0.212  -0.1716
H -3.359 0.584 0.898  0.1527
H -2.217 0.449 -1.371  0.3921
H -1.804 0.517 2.773  0.3485
H 1.257 1.410 2.235  0.3053
H 1.929 0.224 1.095  0.2586
H 1.217 -0.306 2.542  0.3199
C 1.430 -1.279 -2.100  -0.4345
O 1.780 0.101 -2.284  -0.5113
H 0.988 0.631 -2.268  0.3166
H 2.159 -1.818 -2.696  0.2692
H 0.459 -1.482 -2.559  0.2150
H 1.384 -1.464 -1.032  0.1457

Properties
HOMO (eV): -8.81
E_LUMO (eV): 0.798
ΔE to the lowest compared entry with this formula, charge and spin (kcal per mole): 25.8
Kohn-Sham gap (eV): 9.611
Max |F| (eV/A): 2.07
DFT total energy (hartree): -381.244381
SMILES: Cc1c[nH]cn1.CO

---

Record 2
A single C5H10N2O molecule in a non-equilibrium geometry, computed with ωB97M-V/def2-TZVPD.

Each line ends with the Mulliken charge.
Cartesian coordinates (Å):
C -0.640 -1.814 1.022  -1.2562
C 0.380 -0.865 0.473  0.5943
N 1.561 -0.836 1.113  -0.4131
O 1.678 -0.575 -1.426  -0.4905
N 0.340 -0.642 -0.868  -0.0630
H 1.491 -0.350 -2.349  0.3430
H 2.331 -0.371 0.656  0.2241
H 1.612 -1.030 2.098  0.2196
H -0.237 -2.829 1.092  0.3677
H -0.887 -1.543 2.048  0.3566
H -1.515 -1.861 0.382  0.3239
C -1.147 1.754 0.306  -1.0071
C -0.560 0.915 -1.207  0.1849
C -0.316 1.448 -2.305  -0.6195
H -2.135 2.085 -0.016  0.3525
H -1.329 1.423 1.333  0.3047
H -0.650 2.722 0.372  0.2955
H 0.024 2.370 -2.725  0.2825

Properties
HOMO (spin up / spin down) (eV): -6.77 / -6.77
E_LUMO (spin up / spin down) (eV): 0.334 / 0.335
ΔE to the lowest compared entry with this formula, charge and spin (kcal per mole): 184.4
Kohn-Sham gap (spin up / spin down) (eV): 7.106 / 7.109
Max |F| (eV/A): 4.36
DFT total energy (hartree): -380.991526

---

Record 3
A single C5H10N2O molecule in a non-equilibrium geometry, computed with ωB97M-V/def2-TZVPD.

Each line ends with the Mulliken charge.
Cartesian coordinates (Å):
C 0.039 0.650 0.752  0.3936
C 0.549 -0.361 1.770  -1.3760
C -0.389 -0.075 -0.576  0.8979
C 0.586 -0.198 -1.606  -0.0767
N -1.411 -1.022 -0.354  -0.5334
N -1.127 1.327 1.263  -0.7659
C 1.646 -0.631 -2.229  -0.9160
O -0.480 0.824 -1.697  -0.5508
H 0.848 1.349 0.484  0.3653
H -1.545 -1.657 -1.131  0.2688
H -2.278 -0.552 -0.118  0.2686
H -1.766 1.710 0.573  0.2258
H -0.850 2.138 1.810  0.2445
H -0.240 -1.069 2.011  0.3264
H 1.400 -0.905 1.367  0.3327
H 0.852 0.147 2.684  0.3714
H 2.269 -1.388 -1.783  0.2610
H 1.898 -0.287 -3.219  0.2628

Properties
HOMO (eV): -9.44
E_LUMO (eV): 0.989
ΔE to the lowest compared entry with this formula, charge and spin (kcal per mole): 55.7
Kohn-Sham gap (eV): 10.425
Max |F| (eV/A): 2.63
DFT total energy (hartree): -381.196737
SMILES: C=C1O[C@]1(N)[C@H](C)N

---

Record 4
A single C5H10N2O molecule in a non-equilibrium geometry, computed with ωB97M-V/def2-TZVPD.

Each line ends with the Mulliken charge.
Cartesian coordinates (Å):
C -0.654 1.042 1.284  -0.6606
C 0.366 0.298 1.770  -0.3292
C -1.210 0.558 0.035  0.2200
C 2.003 -1.456 1.294  -0.7822
C -1.374 1.093 -2.314  -0.5831
N 0.119 -0.935 -0.219  -0.7210
N 0.684 -0.885 1.160  0.3156
O -0.968 1.393 -1.016  -0.3409
H -0.628 2.043 1.669  0.3176
H 0.984 0.733 2.524  0.3319
H -2.153 -0.033 0.089  0.3635
H 2.044 -2.458 0.815  0.2821
H 2.858 -0.938 0.677  0.2745
H 2.352 -1.400 2.346  0.3228
H -2.088 1.907 -2.697  0.2357
H -1.901 0.054 -2.277  0.2705
H -0.523 0.997 -3.009  0.2266
H -0.635 -1.730 -0.146  0.2562

Properties
HOMO (spin up / spin down) (eV): -4.15 / -8.62
E_LUMO (spin up / spin down) (eV): 1.051 / -1.424
ΔE to the lowest compared entry with this formula, charge and spin (kcal per mole): 50.2
<S²>: 2.0088
Kohn-Sham gap (spin up / spin down) (eV): 5.197 / 7.198
Max |F| (eV/A): 3.07
Spin multiplicity: 3
DFT total energy (hartree): -380.981294

---

Record 5
2 unconnected molecules or ions with the total composition C5H10N2O2 in a non-equilibrium geometry, computed with ωB97M-V/def2-TZVPD.

Each line ends with the Mulliken charge.
Cartesian coordinates (Å):
C 0.537 -2.112 0.756  -0.9469
C 0.873 -0.815 -0.085  -0.0621
C 0.605 0.427 0.413  -0.0281
C 1.607 1.535 -0.005  -0.4264
C -1.687 0.142 -0.687  -0.3035
H 1.299 -1.869 1.594  0.2736
H -0.633 -1.983 1.065  0.2431
H 0.911 -3.202 0.082  0.2538
H 1.821 -1.027 -0.739  0.2436
H -0.138 0.472 1.178  0.5556
H 2.208 1.883 0.842  0.3449
H 1.010 2.498 -0.262  0.1993
H 1.537 -0.031 -1.598  0.4530
H -2.370 -0.433 -1.242  0.4901
H -3.765 1.291 0.904  0.4023
N -0.242 0.070 -0.801  -0.3253
N -2.236 1.029 0.076  -0.3045
O 2.275 1.125 -1.260  -0.6236
O -3.612 1.002 -0.231  -0.4387

Properties
HOMO (eV): -8.95
E_LUMO (eV): 0.608
ΔE to the lowest compared entry with this formula, charge and spin (kcal per mole): 242.5
Kohn-Sham gap (eV): 9.556
Max |F| (eV/A): 7.03
DFT total energy (hartree): -456.167781

---

Record 6
A single C5H10N2O2 molecule in a non-equilibrium geometry, computed with ωB97M-V/def2-TZVPD.

Each line ends with the Mulliken charge.
Cartesian coordinates (Å):
C 0.169 0.715 0.295  -0.9186
C -1.124 0.794 0.008  1.1554
C 1.036 -0.435 0.190  0.6643
C -1.798 2.128 0.035  -1.4175
C 3.231 -1.236 -0.011  -0.6697
N -2.053 -0.128 -0.222  0.0616
N -1.700 -1.399 -0.553  -0.7366
O 0.791 -1.648 0.258  -0.7323
O 2.358 -0.080 0.093  -0.3521
H 0.713 1.614 0.524  0.3458
H -2.757 2.182 -0.373  0.3808
H -1.001 2.892 -0.352  0.2811
H -1.850 2.476 1.050  0.2993
H 4.312 -0.913 0.050  0.2069
H 3.027 -1.660 -0.952  0.3062
H 3.020 -1.915 0.750  0.3183
H -3.044 0.123 -0.405  0.2612
H -0.810 -1.580 -0.030  0.3179
H -2.519 -1.929 -0.353  0.2278

Properties
HOMO (eV): -7.56
E_LUMO (eV): 0.825
ΔE to the lowest compared entry with this formula, charge and spin (kcal per mole): 73.4
Kohn-Sham gap (eV): 8.388
Max |F| (eV/A): 4.60
DFT total energy (hartree): -456.437257
SMILES: COC(=O)/C=C(/C)NN

---

Record 7
2 unconnected molecules or ions with the total composition C5H10N2O2S in a non-equilibrium geometry, computed with ωB97M-V/def2-TZVPD.

Each line ends with the Mulliken charge.
Cartesian coordinates (Å):
C -1.533 -0.328 -0.965  0.5059
C -1.426 -2.319 0.531  -1.0567
C 1.032 1.991 -0.958  -0.9931
C 0.395 1.303 1.344  -0.8158
C -0.985 -1.555 -0.718  -0.4351
N -2.060 0.685 -1.080  -0.4999
N 1.240 1.075 0.174  -0.0622
O 2.046 -0.638 -1.481  -0.6630
O 1.514 -1.218 0.863  -0.6529
S 1.223 -0.506 -0.326  1.0955
H -1.554 -3.359 0.411  0.3328
H -0.630 -2.019 1.220  0.2776
H -2.347 -2.037 0.988  0.3638
H 1.561 1.586 -1.741  0.3741
H -0.056 2.285 -0.993  0.3447
H 1.518 2.867 -0.835  0.3786
H 0.696 2.125 2.081  0.2827
H -0.690 1.578 1.227  0.2991
H 0.580 0.428 1.852  0.3701
H -0.523 -1.943 -1.596  0.5540

Properties
HOMO (spin up / spin down) (eV): -9.07 / -9.07
E_LUMO (spin up / spin down) (eV): -1.266 / -1.265
ΔE to the lowest compared entry with this formula, charge and spin (kcal per mole): 72.7
Kohn-Sham gap (spin up / spin down) (eV): 7.807 / 7.808
Max |F| (eV/A): 3.69
DFT total energy (hartree): -854.551032

---

Record 8
2 unconnected molecules or ions with the total composition C5H10N2O2S in a non-equilibrium geometry, computed with ωB97M-V/def2-TZVPD.

Each line ends with the Mulliken charge.
Cartesian coordinates (Å):
C 3.871 -0.294 0.347  0.7476
C 4.504 1.876 -0.424  -0.0280
C 3.176 -0.983 1.180  -0.6217
C 5.499 -0.144 -1.421  -0.8728
C -8.030 -1.378 0.708  -0.6430
N 4.328 2.320 0.729  -0.4582
N 4.605 0.382 -0.430  -0.0219
O -8.742 0.307 -1.312  -0.2774
O -8.497 1.278 0.959  -0.2858
S -8.468 0.213 0.052  1.1349
H 3.577 -1.630 1.998  0.2941
H 4.686 2.174 -1.474  0.3559
H 2.176 -1.448 0.923  0.2854
H 6.539 0.343 -1.217  0.3467
H 5.086 0.078 -2.515  0.3349
H 5.544 -1.266 -1.325  0.3482
H -8.629 -1.573 1.549  0.3615
H -8.243 -2.074 -0.051  0.3476
H -6.982 -1.442 1.081  0.3622
H 3.999 3.259 0.644  0.2899

Properties
HOMO (spin up / spin down) (eV): -12.94 / -16.93
E_LUMO (spin up / spin down) (eV): -8.820 / -10.117
<S²>: 2.0084
Kohn-Sham gap (spin up / spin down) (eV): 4.122 / 6.814
Max |F| (eV/A): 7.18
Total charge: +2
Spin multiplicity: 3
DFT total energy (hartree): -853.737722

---

Record 9
2 unconnected molecules or ions with the total composition C5H10N2O3S in a non-equilibrium geometry, computed with ωB97M-V/def2-TZVPD.

Each line ends with the Mulliken charge.
Cartesian coordinates (Å):
C 1.896 1.791 -0.309  -0.6818
C -0.296 0.604 -0.220  -0.2465
C -1.366 -0.147 -0.817  -0.8631
C -1.816 -1.256 0.145  -0.6722
C -0.591 -1.832 0.765  -0.7502
H 1.494 2.374 0.964  0.2430
H 2.806 0.997 0.012  0.3041
H 2.104 2.639 -1.158  0.2905
H -0.748 1.507 0.106  0.5195
H -2.332 0.632 -0.679  0.2180
H -1.077 -0.260 -1.801  0.4373
H -2.419 -2.002 -0.447  0.3507
H -2.477 -0.855 0.944  0.3797
H -0.715 -2.438 1.682  0.4466
H 0.189 -2.083 0.074  0.3776
N 0.835 0.852 -0.924  0.3291
N 1.407 -0.233 -1.581  -0.0301
O 2.444 -0.037 -2.035  -0.4708
O 1.410 -0.447 1.543  -0.6428
O -0.783 0.404 2.380  -0.6954
S 0.036 -0.212 1.357  1.1569

Properties
HOMO (eV): -9.36
E_LUMO (eV): 0.516
ΔE to the lowest compared entry with this formula, charge and spin (kcal per mole): 179.5
Kohn-Sham gap (eV): 9.876
Max |F| (eV/A): 6.18
DFT total energy (hartree): -929.707721

---

Record 10
A single C5H10N2S molecule in a non-equilibrium geometry, computed with ωB97M-V/def2-TZVPD.

Each line ends with the Mulliken charge.
Cartesian coordinates (Å):
C 0.822 -0.872 0.327  -0.2161
C -0.626 -0.789 0.895  -0.8466
C -1.254 0.595 0.489  -0.1072
C -0.236 1.551 0.162  0.0375
C 1.127 0.769 0.089  -0.6561
H 0.479 -2.482 -0.966  0.2572
H 1.524 -1.291 -1.796  0.2407
H 1.392 -1.404 1.066  0.5444
H -1.439 -1.675 0.768  0.2615
H -0.215 -0.909 1.950  0.2912
H -1.785 0.979 1.547  0.2791
H -1.682 -0.620 -1.405  0.1777
H -0.234 2.510 0.678  0.3707
H 1.360 2.299 -1.426  0.2843
H 2.036 1.068 0.520  0.5015
N 0.637 -1.368 -1.203  -0.6256
N 0.633 1.556 -1.062  -0.5466
S -2.539 0.082 -0.634  -0.2476

Properties
HOMO (eV): -8.51
E_LUMO (eV): 0.791
ΔE to the lowest compared entry with this formula, charge and spin (kcal per mole): 114.2
Kohn-Sham gap (eV): 9.306
Max |F| (eV/A): 6.84
DFT total energy (hartree): -704.041747
SMILES: N[C@@H]1C[C@H](S)[C@@H]2N[C@@H]21

---

Record 11
2 unconnected molecules or ions with the total composition C5H10N2S in a non-equilibrium geometry, computed with ωB97M-V/def2-TZVPD.

Each line ends with the Mulliken charge.
Cartesian coordinates (Å):
C -0.525 0.242 1.304  -1.1320
C -0.385 0.537 -0.270  0.2307
C -1.246 -0.522 -1.056  -0.3249
C -2.189 -1.203 -0.375  -0.4153
C 1.564 -0.673 -0.247  -0.3344
H 0.025 1.092 1.679  0.3994
H -1.774 -0.024 2.110  0.3212
H 0.296 -0.636 1.703  0.3064
H -0.876 1.689 -0.483  0.3303
H -1.291 -0.490 -2.224  0.2289
H -2.147 -1.153 0.794  0.0382
H -3.275 -1.714 -0.885  0.2138
H 2.584 1.492 0.390  0.2525
H 2.273 1.907 -1.294  0.2063
H 0.849 -1.536 -0.036  0.2386
N 1.094 0.577 -0.614  0.4273
N 1.888 1.628 -0.420  -0.7194
S 3.136 -1.213 -0.075  -0.2675

Properties
HOMO (eV): -8.46
E_LUMO (eV): 0.467
ΔE to the lowest compared entry with this formula, charge and spin (kcal per mole): 155.8
Kohn-Sham gap (eV): 8.923
Max |F| (eV/A): 5.71
DFT total energy (hartree): -703.975594

---

Record 12
A single C5H10N2S molecule in a non-equilibrium geometry, computed with ωB97M-V/def2-TZVPD.

Each line ends with the Mulliken charge.
Cartesian coordinates (Å):
C -1.035 0.930 -1.742  -0.1711
C 0.156 -0.045 -1.944  -0.7824
C 0.653 -0.347 -0.611  -0.3486
C 0.250 -0.966 2.411  -1.3407
C 0.007 0.365 1.683  -0.3445
N -0.344 0.247 0.244  0.7541
N -1.234 0.927 -0.322  -0.6309
S -2.245 0.627 -3.319  -0.4337
H -0.784 1.930 -2.097  0.2592
H -0.135 -0.748 -2.725  0.3796
H 1.003 0.474 -2.574  0.2248
H 0.725 -1.394 -0.154  0.2852
H 1.645 0.050 -0.372  0.2665
H 0.462 -0.703 3.399  0.3941
H -0.516 -1.632 2.226  0.4288
H 1.109 -1.506 2.052  0.3723
H -0.722 0.889 2.224  0.4078
H 1.005 0.901 1.622  0.2796

Properties
HOMO (spin up / spin down) (eV): -6.86 / -6.87
E_LUMO (spin up / spin down) (eV): -1.180 / -1.180
ΔE to the lowest compared entry with this formula, charge and spin (kcal per mole): 110.2
Kohn-Sham gap (spin up / spin down) (eV): 5.685 / 5.685
Max |F| (eV/A): 4.70
DFT total energy (hartree): -704.048246